1.
Formula: C19H20N4O4S2
Source: the Open Molecules 2025 dataset
Level of theory: the ωB97M-V functional and the def2-TZVPD basis

Geometry as ORCA input:
```
! wB97M-V def2-TZVPD RIJCOSX def2/J DEFGRID3
* xyz 0 1
C 8.71783 0.31343 0.42099
O 7.92227 1.37930 -0.03669
C 6.57345 1.20116 -0.10316
C 5.84604 2.30954 -0.56829
C 4.47840 2.27169 -0.68626
C 3.80113 1.10566 -0.33563
N 2.45001 0.90942 -0.39490
C 2.13715 -0.27043 -0.00463
N 0.84489 -0.72543 0.03429
C 0.52331 -1.98115 0.45834
O 1.36660 -2.77121 0.82379
C -0.96368 -2.29579 0.42428
C -1.47106 -2.24211 -1.02488
C -2.99126 -2.37847 -1.06647
N -3.62415 -1.35877 -0.25044
S -3.48111 0.18465 -0.91423
O -3.82017 0.07273 -2.29913
O -2.23292 0.82193 -0.58027
C -4.80617 1.01967 -0.05259
C -6.11255 0.66720 -0.34212
C -7.12958 1.31670 0.33896
C -6.77661 2.28043 1.27603
N -5.52663 2.61554 1.54659
C -4.55751 2.00141 0.89186
C -3.23688 -1.45022 1.14206
C -1.72546 -1.33038 1.34485
S 3.45632 -1.32374 0.49768
C 4.53567 -0.00302 0.13001
C 5.91548 0.03234 0.25009
H 9.74368 0.67719 0.39034
H 8.62566 -0.56425 -0.22696
H 8.46344 0.03432 1.44864
H 6.40120 3.19581 -0.83095
H 3.92111 3.12227 -1.04314
H 0.13375 -0.06843 -0.26779
H -1.08472 -3.31786 0.79970
H -1.00748 -3.04285 -1.60337
H -1.21156 -1.28851 -1.48739
H -3.31253 -3.35494 -0.69258
H -3.35960 -2.24227 -2.08367
H -6.30218 -0.08888 -1.08770
H -8.16554 1.08449 0.14978
H -7.53009 2.81476 1.83901
H -3.54300 2.29843 1.11854
H -3.60060 -2.41290 1.51538
H -3.75329 -0.65274 1.68167
H -1.43828 -0.30139 1.13268
H -1.47931 -1.54864 2.38549
H 6.43876 -0.83784 0.61029
*
```

* DFT total energy: -2052.4055 a.u.
* highest occupied orbital energy: -7.72 eV
* gap between HOMO and LUMO: 7.81 eV

Mulliken analysis output, partial charges in e:
1 C -0.81
2 O -0.42
3 C 0.66
4 C -0.55
5 C -0.66
6 C -0.42
7 N -0.65
8 C 0.47
9 N -0.02
10 C 0.30
11 O -0.68
12 C 0.38
13 C -0.49
14 C -1.28
15 N 0.17
16 S 1.41
17 O -0.74
18 O -0.67
19 C -0.12
20 C -0.43
21 C -0.48
22 C -0.24
23 N -0.61
24 C -0.01
25 C -1.08
26 C -0.64
27 S -0.24
28 C 0.61
29 C -0.43
30 H 0.23
31 H 0.32
32 H 0.32
33 H 0.42
34 H 0.45
35 H 0.17
36 H 0.36
37 H 0.48
38 H 0.29
39 H 0.43
40 H 0.48
41 H 0.45
42 H 0.39
43 H 0.36
44 H 0.47
45 H 0.43
46 H 0.42
47 H 0.28
48 H 0.48
49 H 0.42

2.
Formula: C19H20N4O5
Source: the Open Molecules 2025 dataset
Level of theory: the ωB97M-V functional and the def2-TZVPD basis

Geometry as ORCA input:
```
! wB97M-V def2-TZVPD RIJCOSX def2/J DEFGRID3
* xyz 0 1
C 8.21750 -1.44700 -4.85422
O 7.44775 -1.43945 -3.67650
C 6.20057 -0.89265 -3.71955
C 5.61084 -0.32977 -4.84606
C 4.33172 0.19336 -4.75177
C 3.62388 0.17069 -3.56670
C 4.21303 -0.39197 -2.43788
N 3.56687 -0.46365 -1.19867
C 2.33494 0.00761 -0.85554
O 1.53792 0.56885 -1.58022
N 2.07338 -0.13413 0.49811
N 0.75553 0.13282 0.89097
C 0.16412 -0.72179 1.76643
O 0.82909 -1.58452 2.32098
C -1.26727 -0.47980 2.06012
C -1.79590 -1.10040 3.19106
C -3.11956 -0.93360 3.54200
C -3.95102 -0.14377 2.75768
C -3.43560 0.45236 1.59813
C -2.10465 0.29123 1.25590
N -4.31630 1.16687 0.78733
C -5.59416 1.46088 1.13552
O -6.35851 2.00991 0.37552
C -5.95414 1.12751 2.58921
C -7.44106 0.80391 2.69474
C -5.59238 2.36502 3.42534
O -5.25305 -0.01147 3.09636
C 5.49416 -0.91946 -2.52013
H 7.73243 -2.02391 -5.64813
H 9.15902 -1.92442 -4.58722
H 8.41608 -0.43146 -5.21154
H 6.13014 -0.29312 -5.78988
H 3.87770 0.62955 -5.62880
H 2.63127 0.58107 -3.50719
H 4.11614 -0.88219 -0.46119
H 2.43657 -0.91023 1.04753
H 0.27168 0.69009 0.19745
H -1.13923 -1.71134 3.79021
H -3.53323 -1.40955 4.41601
H -1.75469 0.75088 0.34362
H -4.00849 1.44651 -0.13569
H -8.01630 1.59747 2.22804
H -7.72532 0.70363 3.73801
H -7.64944 -0.13127 2.18125
H -6.14206 3.22819 3.06091
H -5.85018 2.18757 4.46680
H -4.52457 2.56947 3.36013
H 5.97076 -1.36080 -1.65775
*
```

* DFT total energy: -1331.3002 a.u.
* highest occupied orbital energy: -8.39 eV
* gap between HOMO and LUMO: 8.91 eV

Mulliken analysis output, partial charges in e:
1 C -0.84
2 O -0.40
3 C 0.54
4 C -0.46
5 C -0.89
6 C -0.65
7 C 0.82
8 N -0.06
9 C 0.58
10 O -0.71
11 N -0.56
12 N -0.01
13 C 0.47
14 O -0.73
15 C 0.71
16 C -0.89
17 C -0.66
18 C 0.61
19 C 0.12
20 C -0.65
21 N -0.03
22 C 0.05
23 O -0.66
24 C 1.44
25 C -1.65
26 C -1.52
27 O -0.49
28 C -0.65
29 H 0.34
30 H 0.24
31 H 0.34
32 H 0.40
33 H 0.35
34 H 0.49
35 H 0.19
36 H 0.35
37 H 0.32
38 H 0.44
39 H 0.48
40 H 0.33
41 H 0.25
42 H 0.39
43 H 0.39
44 H 0.42
45 H 0.37
46 H 0.40
47 H 0.34
48 H 0.36

3.
Formula: C19H20NO3
Source: the Open Molecules 2025 dataset
Level of theory: the ωB97M-V functional and the def2-TZVPD basis

Geometry as ORCA input:
```
! wB97M-V def2-TZVPD RIJCOSX def2/J DEFGRID3
* xyz -1 1
C -1.77088 1.10141 -5.34500
C -2.07862 2.06074 -4.36908
C -2.25380 1.66408 -3.04837
C -2.10610 0.32172 -2.67460
C -2.21515 -0.01601 -1.23732
O -2.09575 -1.12614 -0.73445
C -1.81717 -0.64073 -3.65675
C -1.64607 -0.24756 -4.98403
H -1.63567 1.41057 -6.38527
H -2.18205 3.11504 -4.63679
H -2.49905 2.39184 -2.27657
H -2.42757 0.87208 -0.60446
H -1.71587 -1.68647 -3.36429
H -1.41138 -0.99078 -5.75488
C 2.92669 -3.73696 0.02946
C 3.11976 -2.34347 -0.51043
O 1.95810 -1.54748 -0.09149
C 1.67823 -0.49847 -0.87233
C 0.91726 0.61105 -0.16829
C 0.68767 1.82154 -0.97993
N 0.62913 0.41891 1.08150
C 0.06198 1.21117 1.95211
C -0.15577 0.81950 3.33262
C -0.55722 1.76397 4.31223
C -0.68433 1.38492 5.64700
C -0.43969 0.05453 6.01519
C -0.07412 -0.90076 5.05411
C 0.07042 -0.51891 3.71740
O 1.99465 -0.39943 -2.04957
H 3.84463 -4.31374 -0.07937
H 2.64695 -3.72699 1.08249
H 2.15651 -4.26732 -0.53639
H 4.00544 -1.85456 -0.07364
H 3.19463 -2.31879 -1.60839
H 0.89019 1.56011 -2.02642
H -0.34536 2.17979 -0.88146
H 1.37630 2.63257 -0.68401
H -0.24994 2.23078 1.65411
H -0.75055 2.79330 4.00237
H -0.97452 2.12813 6.39778
H -0.54093 -0.23935 7.06061
H 0.10246 -1.93906 5.34290
H 0.36654 -1.23475 2.95169
*
```

* DFT total energy: -1016.4973 a.u.
* highest occupied orbital energy: -2.21 eV
* gap between HOMO and LUMO: 4.85 eV

Mulliken analysis output, partial charges in e:
1 C -0.35
2 C -0.59
3 C -0.36
4 C 0.76
5 C -0.26
6 O -0.52
7 C -0.30
8 C -0.43
9 H 0.35
10 H 0.36
11 H 0.31
12 H 0.26
13 H 0.40
14 H 0.34
15 C -1.17
16 C -0.27
17 O -0.16
18 C 0.47
19 C 0.54
20 C -1.31
21 N -0.21
22 C -0.89
23 C 0.88
24 C -0.49
25 C -0.46
26 C -0.38
27 C -0.43
28 C -0.51
29 O -0.77
30 H 0.39
31 H 0.28
32 H 0.28
33 H 0.28
34 H 0.30
35 H 0.28
36 H 0.20
37 H 0.36
38 H 0.12
39 H 0.30
40 H 0.32
41 H 0.31
42 H 0.34
43 H 0.43

4.
Formula: C19H21AuO2PS5
Source: the Open Molecules 2025 dataset
Level of theory: the ωB97M-V functional and the def2-TZVPD basis

Geometry as ORCA input:
```
! wB97M-V def2-TZVPD RIJCOSX def2/J DEFGRID3
* xyz 1 1
Au -0.72378 0.21051 0.14860
O 1.66502 4.87413 -4.22780
C 1.35137 4.08510 -3.40477
S 1.82073 2.35185 -3.45961
C 1.04228 1.88111 -1.97844
C 0.35045 2.85841 -1.28069
S -0.45146 2.65387 0.20313
S 0.35591 4.45665 -1.97950
S 1.23048 0.26393 -1.48066
C 3.82068 4.95699 0.99859
C 3.34958 3.58686 1.36399
C 4.12138 2.45572 1.12127
C 3.67499 1.19801 1.48812
C 2.44132 1.07220 2.10049
C 1.66199 2.18634 2.36247
C 2.11847 3.43551 1.99423
S 1.79864 -0.56580 2.50894
C 1.78660 -0.31857 4.32185
O 0.34867 -0.51690 2.11680
H 4.69542 4.91954 0.35579
H 4.08573 5.50292 1.90464
H 3.03078 5.51853 0.49940
H 5.08188 2.55914 0.64209
H 4.27830 0.32164 1.31014
H 0.70285 2.07234 2.84397
H 1.51766 4.30935 2.18964
H 1.29133 0.61244 4.57794
H 2.82041 -0.29199 4.64716
H 1.26627 -1.15406 4.77686
C -2.13573 -3.16283 -0.03481
P -1.90573 -1.56063 -0.86137
C -3.60584 -0.99599 -1.19339
C -1.13042 -1.85812 -2.46427
C -0.27873 -2.93998 -2.66439
C 0.41254 -3.06205 -3.85648
C 0.27303 -2.09878 -4.84428
C -0.56432 -1.00944 -4.64416
C -1.25483 -0.88289 -3.45472
H -1.17068 -3.62703 0.16355
H -2.75376 -3.82050 -0.64954
H -2.63475 -2.96902 0.91501
H -4.12180 -1.70227 -1.84844
H -3.60066 -0.00630 -1.64974
H -4.12879 -0.92861 -0.23811
H -0.15258 -3.67765 -1.88799
H 1.07272 -3.90347 -4.00556
H 0.83558 -2.18305 -5.76126
H -0.66662 -0.25292 -5.40948
H -1.88814 -0.02368 -3.27897
*
```

* DFT total energy: -3354.8504 a.u.
* highest occupied orbital energy (spin up / spin down): -11.30 / -10.94 eV
* gap between HOMO and LUMO (spin up / spin down): 5.78 / 5.27 eV

Mulliken analysis output, partial charges in e:
1 Au 0.67
2 O -0.45
3 C 0.55
4 S -0.05
5 C 0.15
6 C 0.24
7 S -0.28
8 S -0.07
9 S -0.19
10 C -1.51
11 C 0.89
12 C -0.68
13 C -0.64
14 C 0.49
15 C -0.61
16 C -0.77
17 S 0.37
18 C -1.08
19 O -0.61
20 H 0.40
21 H 0.34
22 H 0.33
23 H 0.39
24 H 0.45
25 H 0.69
26 H 0.43
27 H 0.32
28 H 0.42
29 H 0.40
30 C -1.26
31 P 0.73
32 C -1.25
33 C 0.43
34 C -0.33
35 C -0.67
36 C -0.49
37 C -0.64
38 C -0.33
39 H 0.40
40 H 0.41
41 H 0.40
42 H 0.40
43 H 0.37
44 H 0.41
45 H 0.27
46 H 0.41
47 H 0.41
48 H 0.45
49 H 0.25